C5H11EuO3 as an isolated structure, computed with wB97M-V/def2-TZVPD.

Its orbital gap (alpha / beta) is 6.83 / 6.95 eV. The expectation value of S² is 15.76. The calculation puts the LUMO energy (alpha / beta) at -4.37 / -4.30 eV. The spin multiplicity is 8. Its charge is +1. The relative energy (zero: lowest compared OMol25 entry of this formula, charge and spin) is 0.0 kJ/mol.

Each line ends with the Mulliken spin population.
Element x y z (Å)
O 2.67409 0.92873 -0.19546  -0.02
C 2.01266 1.55342 0.82493  0.00
C 1.30613 0.57575 1.76832  0.00
O 0.48695 -0.35711 1.05143  0.00
C -0.92417 -0.24870 1.05437  0.00
C -1.39717 -0.12326 -0.37588  -0.01
O -0.71968 -1.10750 -1.15254  0.00
C -1.25239 -1.28195 -2.45933  0.00
Eu 1.53213 -1.39432 -0.78032  7.04
H 1.24502 2.27696 0.45528  0.00
H 2.68319 2.13920 1.50087  0.00
H 0.67278 1.09184 2.50789  0.00
H 2.05973 -0.07178 2.23906  0.00
H -1.27704 0.61499 1.63237  0.00
H -1.30809 -1.17355 1.50884  0.00
H -1.16806 0.87264 -0.78542  0.00
H -2.48280 -0.29251 -0.42015  0.00
H -0.55854 -1.92016 -3.01658  0.00
H -2.23284 -1.77282 -2.39421  0.00
H -1.35192 -0.30988 -2.96348  0.00


One molecule with the formula C5H11FN2, computed with wB97M-V/def2-TZVPD.

Its orbital gap is 10.01 eV. As for the SMILES: C/C=N\NC[C@@H](C)F. The calculation puts the LUMO energy at 1.01 eV. The spin multiplicity is 1. The relative energy (zero: lowest compared OMol25 entry of this formula, charge and spin) is 275.4 kJ/mol.

Each line ends with the Löwdin charge.
Element x y z (Å)
C -2.51506 0.80449 -0.32538  -0.09
C -2.55583 -0.56908 0.21206  -0.30
N -1.70595 -1.47029 0.21501  0.01
N -0.54132 -0.91704 -0.43133  -0.13
C 0.40134 -0.18109 0.45752  -0.17
C 1.74537 -0.24257 -0.35354  -0.45
C 2.77253 0.66933 0.15106  -0.10
F 2.19363 -1.54114 -0.10983  -0.04
H -3.62683 0.89086 -0.56347  0.10
H -1.77125 0.71321 -1.06210  0.04
H -2.26971 1.53227 0.52277  0.10
H -3.55234 -0.91996 0.61969  0.12
H -0.11115 -1.88688 -0.68333  0.15
H 0.74805 -0.63412 1.50724  0.16
H 0.00033 0.89394 0.57130  0.12
H 1.46639 -0.04746 -1.45887  0.17
H 2.88130 0.65470 1.32918  0.12
H 3.74026 0.45156 -0.34735  0.08
H 2.70023 1.79925 -0.25060  0.13


An isolated ion of composition C5H11FN3S and charge +1, computed with wB97M-V/def2-TZVPD.

Its orbital gap is 9.09 eV. As for the SMILES: FCC/[NH+]=C/NC/C=N\S. The calculation puts the LUMO energy at -3.49 eV. The spin multiplicity is 1. Its charge is +1. The relative energy (zero: lowest compared OMol25 entry of this formula, charge and spin) is 171.5 kJ/mol.

Each line ends with the Löwdin charge.
Element x y z (Å)
F 3.52706 -0.45584 -1.06279  0.03
C 3.11713 -0.56829 0.19445  -0.27
C 1.81434 -1.29163 0.33898  -0.09
N 0.95204 -0.50275 -0.46064  0.07
C 0.06429 0.27323 -0.01237  -0.21
N -0.67210 1.06826 -0.75879  0.06
C -1.64792 1.88747 0.04140  -0.13
C -2.68180 0.85793 0.47971  -0.25
N -2.81530 -0.38550 0.20638  -0.43
S -2.16354 -1.50156 -0.83111  0.75
H 3.90203 -1.09253 0.84693  0.15
H 3.25263 0.44343 0.66262  0.14
H 2.07785 -2.26809 -0.15179  0.17
H 1.26696 -1.35407 1.23830  0.13
H 0.87478 -0.54214 -1.42923  0.15
H 0.16897 0.38817 0.88673  0.09
H -0.96228 1.00005 -1.79188  0.21
H -2.20169 2.76983 -0.37451  0.14
H -1.23163 2.47385 0.99933  0.17
H -3.60368 1.17797 1.12009  0.15
H -3.03811 -2.37779 -0.14180  -0.05


One molecule with the formula C5H11FO2Si, computed with wB97M-V/def2-TZVPD.

Its orbital gap (alpha / beta) is 6.86 / 6.91 eV. The expectation value of S² is 2.01. The calculation puts the LUMO energy (alpha / beta) at 0.87 / -3.33 eV. The spin multiplicity is 3.

Each line ends with the Mulliken spin population.
Element x y z (Å)
C -1.13628 -1.08454 0.51266  0.64
C 1.28382 2.79819 -1.31515  0.00
C -2.85463 -2.47647 1.47396  0.01
C 1.13725 1.74840 -0.26088  0.00
C 1.36584 0.31169 -0.94084  0.03
O -1.88439 -0.17377 0.25112  0.84
O -1.49169 -2.12698 1.25743  0.13
F 1.50600 -1.19056 1.65968  0.03
Si 0.80291 -1.19982 0.19065  0.25
H 0.55095 2.59092 -1.97938  0.00
H 1.14226 3.67650 -0.88180  0.00
H 2.19030 2.76045 -1.70427  0.00
H -3.40118 -2.14405 0.58032  0.00
H -3.37750 -1.75841 2.25119  0.01
H -2.82327 -3.58257 1.85642  0.00
H 1.86416 2.09623 0.47105  0.00
H 0.09477 1.65428 0.19137  0.00
H 2.44563 0.26872 -1.07119  0.00
H 1.01895 0.18801 -2.05918  0.00
H 1.56609 -2.35622 -0.48316  0.04


C5H11GeOPtSe2Te2 as an isolated structure, computed with wB97M-V/def2-TZVPD.

Its orbital gap is 5.49 eV. The calculation puts the LUMO energy at 2.18 eV. The spin multiplicity is 1. Its charge is -1.

Each line ends with the Löwdin charge.
Element x y z (Å)
Pt 1.77938 1.57997 0.14910  0.35
Se 4.22048 0.99424 -0.69799  -0.26
Te 3.12223 -0.54755 0.91415  0.21
Te 2.74985 1.46002 2.86215  0.09
Se 1.04360 0.32882 4.18970  -0.44
C -0.06128 -0.90378 -2.12866  -0.24
Ge -0.80294 -0.55632 -0.34448  0.69
C -2.77259 -0.54426 -0.50878  -0.24
C -0.33639 -2.06655 0.82223  -0.25
C -0.26161 1.15284 0.41233  -0.51
H -0.30803 -1.91892 -2.44708  0.01
H 1.02420 -0.79934 -2.10125  -0.01
H -0.45186 -0.20360 -2.86875  0.01
H -3.14336 -1.49438 -0.89818  0.01
H -3.09638 0.25415 -1.17879  0.01
H -3.22509 -0.37260 0.46920  0.01
H -1.07949 -2.85996 0.71632  0.01
H -0.30329 -1.74661 1.86514  -0.01
H 0.63921 -2.47733 0.56192  -0.03
H -0.45928 1.12701 1.48913  -0.05
H -0.88168 1.94010 -0.02079  -0.03
O 1.18314 4.35598 -0.80568  0.08
C 1.42120 3.29809 -0.45094  -0.43


A 2-piece molecular cluster, C5H11IN overall, computed with wB97M-V/def2-TZVPD.

Its orbital gap is 8.75 eV. The calculation puts the LUMO energy at -3.84 eV. The spin multiplicity is 1. Its charge is +1. The relative energy (zero: lowest compared OMol25 entry of this formula, charge and spin) is 677.5 kJ/mol.

Each line ends with the Löwdin charge.
Element x y z (Å)
C -4.51876 -1.51503 -0.55744  0.08
C -3.57971 -1.80271 0.13182  -0.07
C 3.07674 1.23334 -0.08081  -0.04
C 1.64899 0.81316 -0.40438  -0.24
C -0.21564 -0.72281 0.41924  -0.42
N 1.08065 -0.13254 0.59560  -0.21
I -1.76581 0.90627 0.26668  1.21
H -5.22755 -0.80201 -0.90040  0.05
H -2.93014 -0.14573 0.47110  -0.25
H -2.97405 -2.55642 0.43479  0.03
H 3.71830 0.48984 0.34466  0.08
H 3.55134 1.63452 -0.97517  0.09
H 3.04071 2.12845 0.54804  0.09
H 1.41430 0.37458 -1.32617  0.10
H 0.85138 1.61069 -0.29641  0.09
H -0.24680 -0.88199 -0.69712  0.00
H 1.74389 -1.03905 0.55462  0.24
H 1.33216 0.40746 1.47137  0.19


A 2-piece molecular cluster, C5H11IN overall, computed with wB97M-V/def2-TZVPD.

Its orbital gap is 8.08 eV. The calculation puts the LUMO energy at -4.50 eV. The spin multiplicity is 1. Its charge is +1. The relative energy (zero: lowest compared OMol25 entry of this formula, charge and spin) is 263.3 kJ/mol.

Each line ends with the Löwdin charge.
Element x y z (Å)
C 1.42540 -0.49658 -0.19529  -0.19
C -0.03678 -0.10717 0.09862  -0.17
C 1.06087 0.87005 0.20158  -0.10
C 2.04761 -1.27651 0.92510  -0.03
C -1.11526 -0.03384 -1.00139  -0.02
N 1.20882 2.11858 0.42223  0.31
I -4.87832 -0.15344 0.07671  0.45
H 1.68667 -0.54888 -1.16167  0.12
H -0.56413 -0.50183 0.92484  0.15
H 1.38629 -2.24255 0.93932  0.13
H 1.86377 -0.82135 1.95796  0.12
H 3.13653 -1.39448 0.60821  0.12
H -1.89116 -0.66384 -0.90019  -0.02
H -0.51212 -0.32342 -1.96613  0.14
H -1.41974 0.93216 -1.00969  0.04
H 2.16381 2.41474 0.32019  0.16
H -6.02906 -0.46288 -0.96120  -0.35
H 0.46679 2.69124 0.72080  0.15


A 2-piece molecular cluster, C5H11IN overall, computed with wB97M-V/def2-TZVPD.

Its orbital gap is 7.64 eV. The calculation puts the LUMO energy at -3.91 eV. The spin multiplicity is 1. Its charge is +1. The relative energy (zero: lowest compared OMol25 entry of this formula, charge and spin) is 561.0 kJ/mol.

Each line ends with the Löwdin charge.
Element x y z (Å)
C -1.62223 -1.84100 -0.54474  -0.20
C -1.81612 -0.65682 -0.14629  -0.52
C 0.25953 0.87459 1.00157  -0.08
C 1.17955 0.67624 -1.23714  0.06
C 2.28810 -0.30348 0.74763  0.12
N 1.37724 0.37585 0.26323  -0.20
I -3.98758 0.15081 -0.10982  1.03
H -2.28517 -2.50870 -1.10684  0.07
H -0.61727 -2.21710 -0.66034  0.06
H 0.39453 0.67544 2.12190  0.13
H 0.03136 1.93673 0.82417  0.12
H -0.71888 0.30330 0.77392  0.01
H 1.45287 1.68195 -1.41523  0.09
H 2.00403 0.07225 -1.64245  0.10
H 0.15336 0.42791 -1.55407  0.10
H 2.34533 -0.32184 1.83582  0.12
H 3.15675 -0.89144 0.19128  0.17
H -3.59541 1.56532 0.65740  -0.17


Number 1: E -1132.87661 hartree. Number 2: E -406.37841 hartree. Number 3: E -859.04341 hartree. Number 4: E -736.78397 hartree. Number 5: E -7807.61023 hartree. Number 6: E -549.04442 hartree. Number 7: E -549.20217 hartree. Number 8: E -549.08878 hartree.